# C64H176N16O16

A 16-piece molecular cluster, C64H176N16O16 overall (wB97M-V/def2-TZVPD, the Open Molecules 2025 dataset).

Output
gap between HOMO and LUMO = 8.81 eV
E_LUMO = 0.06 eV
multiplicity = 1
net charge = 0

Each line ends with the Löwdin charge.
Atoms and positions in Å:
O1 -10.278 9.847 4.126  -0.22
H1 -3.869 9.402 18.309  0.08
H2 -4.399 10.072 5.666  0.10
H3 -9.594 10.846 5.944  0.07
C1 -3.929 16.332 13.580  -0.16
H4 0.911 10.470 4.283  0.10
H5 -4.020 18.113 21.299  0.08
H6 -8.420 9.825 3.398  0.11
H7 -9.846 5.082 6.397  0.07
O2 -6.180 13.138 8.413  -0.20
H8 -10.609 10.568 8.311  0.07
H9 -6.365 6.268 6.897  0.05
H10 -6.140 19.419 3.176  0.08
H11 -4.462 15.146 6.466  0.03
C2 -0.006 10.299 4.847  -0.09
H12 -5.098 10.268 2.127  0.05
H13 -3.788 7.362 7.611  0.09
C3 -4.320 13.724 4.387  -0.02
H14 -7.121 13.604 2.058  0.06
H15 -4.623 18.239 6.359  0.13
C4 -5.368 12.705 11.386  -0.04
O3 -3.326 15.733 17.513  -0.23
H16 -11.246 10.888 5.498  0.09
H17 -2.206 10.373 6.845  0.09
C5 -7.542 15.034 17.080  -0.40
H18 -5.312 8.094 7.718  0.07
H19 -4.054 15.177 11.034  0.05
C6 -6.492 14.004 17.623  -0.05
H20 -8.878 15.630 18.415  0.07
C7 -9.882 15.029 6.344  -0.19
O4 -13.579 14.327 8.610  -0.22
H21 -9.277 10.701 9.384  0.07
H22 -15.068 15.428 9.138  0.13
H23 -1.562 9.178 12.517  0.09
N1 -3.126 9.136 17.678  0.03
H24 -9.504 15.168 16.236  0.10
H25 -7.381 7.185 3.024  0.04
H26 -6.299 13.175 16.941  0.06
H27 -8.365 6.563 5.098  0.11
C8 -5.997 16.504 6.636  -0.41
C9 -0.876 12.265 14.953  -0.44
H28 -5.243 14.231 4.669  0.06
H29 -3.264 15.441 3.520  0.12
H30 -4.221 6.924 18.244  0.08
C10 -7.965 5.634 5.504  -0.42
C11 -1.297 12.135 7.847  -0.40
H31 -4.343 16.810 14.469  0.12
H32 -2.530 12.965 9.449  0.07
H33 -2.698 8.617 3.687  0.07
H34 -1.829 14.088 1.989  0.12
H35 -2.468 17.204 18.709  0.12
H36 -4.434 12.834 10.838  0.06
C12 -3.777 6.921 17.248  -0.06
H37 -7.856 16.811 18.175  0.08
C13 -10.180 11.224 9.069  -0.05
H38 -4.776 12.855 3.911  0.05
H39 -5.597 14.796 7.530  0.04
H40 -1.266 15.574 17.124  0.09
C14 -9.652 13.897 4.326  -0.13
H41 -10.082 10.317 13.297  0.09
C15 -8.585 13.183 3.424  -0.37
N2 -5.622 10.001 2.948  0.04
H42 -10.148 7.178 3.213  0.13
H43 -11.206 12.074 12.289  0.12
H44 -5.546 20.151 4.677  0.08
H45 -0.813 14.289 14.010  0.06
H46 -2.339 12.650 2.591  0.12
H47 -5.891 10.876 3.375  0.04
H48 -0.788 15.548 3.671  0.09
H49 -6.727 15.922 6.073  0.12
C16 -4.598 16.817 12.218  -0.42
H50 -17.770 14.869 7.688  0.07
N3 -5.059 15.568 7.163  0.05
H51 -3.741 17.746 17.618  0.12
H52 -11.042 18.587 11.758  0.13
H53 -7.592 12.562 6.890  0.07
H54 -16.803 14.685 6.196  0.07
H55 -0.845 10.405 4.158  0.05
H56 -8.251 6.270 1.833  0.08
H57 -10.870 9.084 1.809  0.07
H58 0.776 13.509 13.996  0.08
H59 -11.518 13.867 17.179  0.08
C17 -5.580 19.232 4.092  -0.11
O5 -6.148 18.292 4.982  -0.18
C18 -14.784 14.902 8.227  -0.19
H60 -5.299 16.464 18.974  0.10
C19 -5.841 2.906 4.049  -0.09
C20 -10.526 12.155 11.441  -0.17
H61 -8.032 13.735 9.178  0.11
H62 -2.547 14.564 16.238  0.08
H63 -0.091 14.828 5.136  0.09
H64 -8.043 13.066 11.975  0.02
H65 -1.413 13.811 7.041  0.03
H66 -7.185 14.808 3.391  0.06
N4 -12.375 11.822 9.753  0.06
H67 -2.927 8.644 13.565  0.07
C21 -3.919 16.258 10.982  -0.05
H68 -8.999 17.021 13.165  0.13
H69 -8.328 10.188 12.955  0.09
H70 -5.661 16.586 12.287  0.12
H71 -7.059 13.450 18.371  0.07
H72 -4.865 18.504 11.188  0.06
H73 -12.701 16.076 9.547  0.10
O6 -1.267 13.690 3.987  -0.18
H74 -10.825 14.537 6.585  0.08
H75 -16.770 12.324 8.932  0.07
H76 -7.856 6.661 7.362  0.08
C22 -3.474 14.412 3.227  -0.43
C23 -6.588 12.358 7.262  -0.06
H77 -4.999 12.971 12.377  0.05
C24 -2.638 12.651 8.411  -0.05
C25 -4.388 16.726 19.513  -0.43
H78 -7.125 4.916 7.356  0.09
H79 -4.618 9.830 15.543  0.11
H80 -9.821 12.190 8.713  0.07
H81 -8.082 17.036 10.839  0.06
H82 -3.695 13.378 5.211  0.06
N5 -16.303 13.167 9.234  0.04
C26 -4.681 17.856 20.472  -0.08
H83 -4.982 8.217 15.030  0.11
H84 -7.302 4.771 3.555  0.10
H85 -4.598 16.883 5.193  0.10
H86 -5.618 14.451 18.096  0.05
H87 -8.728 19.580 13.051  0.09
C27 -6.664 17.089 7.924  -0.04
H88 -7.009 10.437 16.135  0.07
C28 -7.765 14.248 2.657  -0.07
C29 -9.139 9.072 3.722  -0.17
H89 -11.722 14.572 9.444  0.07
H90 -3.898 9.139 7.603  0.06
C30 -12.510 15.165 8.980  -0.09
H91 -5.572 17.612 21.050  0.07
H92 -3.838 14.925 1.223  0.08
H93 -10.401 13.185 11.107  0.12
H94 -0.238 9.253 5.046  0.08
O7 -0.143 10.881 6.134  -0.18
C31 -9.308 10.412 12.536  -0.10
H95 -1.750 12.047 13.059  0.13
H96 -3.770 18.725 12.328  0.07
H97 -6.039 9.503 5.469  0.12
O8 -4.429 8.061 5.801  -0.19
N6 -9.051 16.889 11.085  0.08
H98 -17.684 13.356 6.786  0.07
H99 -7.811 9.260 17.161  0.09
C32 -11.430 15.755 13.550  -0.12
H100 -4.565 6.381 16.723  0.07
H101 -2.889 16.614 13.415  0.12
H102 -10.095 14.661 3.687  0.13
H103 -9.975 11.865 2.745  0.03
H104 -9.902 12.958 1.644  0.07
H105 -7.252 16.340 8.454  0.05
H106 -11.126 16.130 14.527  0.08
N7 -7.899 15.803 18.237  0.03
N8 -4.264 14.505 2.037  0.05
O9 -1.914 10.341 14.188  -0.20
C33 -1.001 14.933 4.546  -0.13
C34 -7.058 9.377 16.381  -0.10
H107 -1.724 12.482 15.603  0.13
O10 -4.122 14.917 13.715  -0.21
N9 -3.978 15.661 20.431  0.04
H108 -2.301 16.334 15.896  0.08
H109 -3.015 13.520 7.872  0.06
O11 -9.258 11.685 11.918  -0.23
C35 -4.833 9.026 3.739  -0.36
C36 -1.466 11.146 6.635  -0.17
C37 -3.439 16.942 18.289  -0.15
H110 -4.892 3.315 3.702  0.09
H111 -12.012 12.632 9.270  0.02
H112 0.060 14.173 15.411  0.06
H113 -0.354 11.035 13.204  0.13
C38 -10.384 10.222 5.527  -0.09
H114 -4.831 18.809 19.965  0.07
H115 -4.322 16.743 10.093  0.06
H116 -0.096 13.049 6.652  0.05
H117 -0.502 10.984 16.360  0.07
H118 -7.526 18.975 12.024  0.06
C39 -10.685 17.903 12.528  -0.19
H119 -10.404 13.130 4.511  0.10
O12 -6.407 3.725 5.068  -0.17
H120 -4.520 13.572 1.747  0.07
H121 -1.762 15.500 5.083  0.08
H122 -2.819 6.406 17.312  0.07
H123 -5.767 11.691 11.428  0.08
C40 -0.172 13.576 14.529  -0.06
C41 -2.421 9.495 13.109  -0.05
C42 -15.870 13.790 7.990  -0.42
C43 -5.234 17.545 5.781  -0.17
H124 -6.426 2.698 3.153  0.09
O13 -9.517 13.502 17.609  -0.21
N10 0.077 11.565 15.771  0.05
C44 -10.813 13.051 17.336  -0.12
H125 -7.367 17.905 7.759  0.08
H126 -2.667 8.373 15.900  0.12
H127 -12.902 12.306 10.466  0.06
H128 -5.109 14.952 15.469  0.06
C45 -2.212 13.680 2.924  -0.21
H129 -9.357 15.360 7.240  0.09
H130 -5.212 8.035 3.493  0.12
C46 -8.861 14.371 16.608  -0.15
H131 -15.429 12.981 9.706  0.06
H132 -12.116 15.505 8.022  0.07
H133 -5.901 12.461 6.423  0.07
O14 -11.610 16.763 12.573  -0.19
H134 -8.930 3.843 5.988  0.07
C47 -7.126 13.174 9.410  -0.20
C48 -8.606 18.949 12.171  -0.06
C49 -3.498 8.296 16.601  -0.44
C50 -5.328 14.589 14.465  -0.09
N11 -9.302 12.464 2.288  0.04
H135 -5.881 17.525 8.544  0.06
H136 -14.664 15.585 7.386  0.13
H137 -6.168 15.065 13.959  0.07
H138 -10.551 9.416 6.243  0.08
C51 -4.788 8.820 15.917  -0.20
C52 -6.935 4.917 4.571  -0.21
H139 -6.521 11.286 7.447  0.08
H140 -2.004 11.609 5.808  0.10
H141 -10.636 15.084 13.223  0.06
H142 -7.818 7.988 1.479  0.08
H143 -9.446 9.551 11.882  0.08
O15 -9.032 14.314 5.606  -0.18
H144 -3.034 10.010 17.180  0.06
C53 -2.238 15.532 16.633  -0.09
H145 -11.189 12.497 18.196  0.09
H146 -8.299 14.917 1.983  0.08
C54 -9.258 17.595 12.276  -0.52
C55 -3.371 9.348 3.240  -0.05
N12 -0.615 13.357 7.462  0.06
N13 -7.471 13.891 11.866  0.07
H147 -9.171 15.895 11.213  0.05
H148 -7.461 8.829 15.529  0.08
C56 -5.000 9.274 5.231  -0.18
H149 -8.968 19.462 11.280  0.09
H150 -3.573 14.850 19.986  0.07
H151 -10.779 18.427 13.479  0.12
H152 -12.267 15.058 13.599  0.09
H153 -10.589 7.653 1.133  0.07
H154 -10.193 15.965 5.880  0.10
H155 -3.337 9.239 2.156  0.07
C57 -17.102 14.211 7.131  -0.06
C58 -4.345 8.218 7.230  -0.11
N14 -10.137 8.418 1.612  0.02
H156 -3.105 9.958 12.398  0.08
N15 -4.648 18.261 12.144  0.02
H157 -3.349 11.827 8.353  0.07
N16 -9.116 4.808 5.755  0.02
H158 -6.214 5.722 4.424  0.11
H159 -3.005 10.363 3.398  0.05
H160 -5.752 1.976 4.610  0.09
H161 -6.040 14.580 10.573  0.10
H162 -7.946 12.477 3.954  0.12
H163 0.453 10.933 15.078  0.07
C59 -1.192 11.440 13.772  -0.27
H164 -11.227 10.272 10.649  0.13
H165 -4.555 19.009 3.798  0.08
H166 -2.834 16.364 10.974  0.09
H167 -10.739 12.438 16.438  0.08
H168 -6.978 13.912 12.747  0.02
C60 -11.105 11.300 10.308  -0.41
C61 -8.132 7.274 2.240  -0.05
H169 -4.859 15.340 20.804  0.07
H170 -0.739 11.519 8.552  0.13
H171 -8.842 8.637 4.677  0.10
O16 -5.838 8.833 16.913  -0.19
C62 -6.452 13.596 10.799  -0.33
H172 -7.604 12.197 9.485  0.09
H173 -5.504 13.526 14.632  0.09
C63 -7.367 5.842 6.834  -0.09
C64 -9.444 7.882 2.769  -0.41
H174 -8.807 13.763 15.705  0.11
H175 -7.150 15.750 16.358  0.13
H176 -15.356 13.035 7.396  0.12

---

# C7H8

A 2-piece molecular cluster, C7H8 overall (wB97M-V/def2-TZVPD, the Open Molecules 2025 dataset).

Output
gap between HOMO and LUMO (alpha / beta) = 7.71 / 7.67 eV
E_LUMO (alpha / beta) = -1.29 / -1.32 eV
multiplicity = 1
net charge = 0

Each line ends with the Löwdin charge.
Atoms and positions in Å:
C1 -1.191 -0.979 0.347  -0.17
C2 0.817 -0.094 -0.069  0.07
H1 5.589 -0.574 0.611  -0.01
C3 3.441 -0.080 -0.053  -0.08
C4 -0.115 1.076 -0.502  -0.17
C5 4.678 -0.218 0.106  -0.17
H2 -1.572 -1.057 1.403  0.13
C6 -1.471 0.490 -0.154  -0.17
C7 0.318 -1.173 0.389  -0.09
H3 -2.004 0.481 -1.178  0.14
H4 -1.905 0.940 0.805  0.13
H5 -0.052 1.374 -1.543  0.10
H6 0.742 -1.996 0.850  0.10
H7 -1.626 -1.619 -0.378  0.09
H8 0.032 1.991 0.028  0.10

---

# C3H3O3Tm

C3H3O3Tm as an isolated structure (wB97M-V/def2-TZVPD, the Open Molecules 2025 dataset).

Output
gap between HOMO and LUMO (alpha / beta) = 6.95 / 6.89 eV
E_LUMO (alpha / beta) = -16.50 / -18.22 eV
multiplicity = 4
net charge = +3

Each line ends with the Mulliken spin population.
Atoms and positions in Å:
O1 -1.916 0.127 -0.878  0.01
C1 1.661 -1.441 -0.329  0.76
C2 -0.064 0.104 0.641  0.24
O2 2.338 -0.485 -0.597  -0.01
H1 0.159 0.260 1.703  0.01
O3 0.536 -1.512 0.206  -0.13
Tm1 1.832 1.678 -0.287  2.09
C3 -1.302 0.506 0.194  0.01
H2 -1.804 1.330 0.711  0.01
H3 -1.441 -0.567 -1.364  0.00

---

| no. | molar mass (g/mol) | DFT total energy (a.u.) |
| --- | --- | --- |
| 1 | 1426.2 | -4623.3276 |
| 2 | 92.1 | -271.2213 |
| 3 | 256.0 | -1425.5578 |